No. 1
# C9H25B3O7S

A 3-piece molecular cluster, C9H25B3O7S overall at a distorted geometry (the ωB97M-V functional and the def2-TZVPD basis, the OMol25 dataset).

Each line ends with the Mulliken charge.
Atoms and positions in Å:
O: -0.32882 -6.90707 2.94132  -0.4045
O: 0.22873 -5.86042 2.13661  -0.1219
C: 0.03629 -6.18090 0.78082  -0.5344
B: 0.63187 -5.07273 -0.15825  0.4218
O: 0.36934 -5.15021 -1.51762  -0.4029
B: 1.50805 -4.91664 -2.26850  0.6282
O: 2.21174 -3.76711 -1.97845  -0.4655
B: 2.40462 -3.57312 -0.61430  0.8502
S: 3.86092 -2.75877 0.04625  -0.3462
O: 1.46170 -4.06139 0.27806  -0.7583
H: 0.05299 -7.71396 2.55461  0.3310
H: 0.53384 -7.12989 0.51939  0.4028
H: -1.02848 -6.30943 0.54985  0.3907
H: 1.93009 -5.73764 -3.01810  -0.1011
H: 4.33486 -2.27297 -1.10737  0.1146
C: 0.57902 0.01234 -0.35234  -0.8866
C: 1.20208 0.96714 0.65242  -0.2249
O: 2.53992 1.32147 0.35122  -0.4727
C: 2.73381 1.99010 -0.88294  -0.2912
C: 1.98122 3.30507 -1.00212  -0.8385
H: 1.17640 -0.89748 -0.42570  0.0946
H: -0.43136 -0.25884 -0.04490  0.4067
H: 0.51285 0.45264 -1.34839  0.2567
H: 1.24391 0.48469 1.62969  0.3736
H: 0.58452 1.86538 0.76587  0.1895
H: 2.48366 1.33109 -1.72313  0.2373
H: 3.80790 2.17191 -0.93286  0.3601
H: 0.89928 3.17134 -0.96491  0.0769
H: 2.22686 3.78332 -1.95177  0.4176
H: 2.26084 3.97924 -0.19144  0.2666
C: -2.85825 1.75268 0.83691  -1.0849
C: -2.12277 2.95288 1.40704  -0.4358
O: -1.56881 3.80826 0.42245  -0.3812
C: -2.48571 4.39580 -0.48427  -0.3510
C: -3.54136 5.26582 0.17501  -1.1087
H: -2.19395 1.18209 0.18687  0.2587
H: -3.20350 1.10424 1.64289  0.3939
H: -3.73079 2.04200 0.24975  0.3336
H: -1.26890 2.61249 1.99354  0.4037
H: -2.77241 3.51075 2.09091  0.3670
H: -2.95992 3.62786 -1.10645  0.3363
H: -1.86765 5.00278 -1.14644  0.3294
H: -4.19186 4.69263 0.83660  0.2718
H: -4.16933 5.72514 -0.58939  0.4002
H: -3.07342 6.05740 0.76155  0.2969

Computed properties:
Orbital gap   0.3602 Ha
Molecular weight   309.79 g/mol
SMILES   OOCB1OBOB(S)O1.CCOCC.CCOCC

=====

No. 2
# C4H11N2S

A 2-piece molecular cluster, C4H11N2S overall at a distorted geometry (the ωB97M-V functional and the def2-TZVPD basis, the OMol25 dataset).

Each line ends with the Mulliken charge.
Atoms and positions in Å:
C: 0.29294 2.50141 0.31336  -0.5336
C: -0.76225 1.89636 -0.58274  -0.6260
S: -0.30893 0.27343 -1.31020  -0.6362
N: 1.57016 2.73101 -0.34303  -0.6293
H: 0.49774 1.90187 1.20555  0.2303
H: -0.04320 3.45025 0.76429  0.3268
H: -0.92595 2.62354 -1.38818  0.2740
H: -1.69876 1.76758 -0.02854  0.2562
H: 1.54061 3.43288 -1.07251  0.2132
H: 1.91999 1.88496 -0.78057  0.2556
C: -0.08095 -3.42428 -0.38372  -0.5457
C: -0.48023 -2.07385 1.46243  0.1759
N: -0.31717 -3.26351 1.05270  -0.5411
H: 0.98592 -3.55591 -0.55945  0.2059
H: -0.54114 -2.61675 -0.95325  0.2427
H: -0.50354 -4.39388 -0.67772  0.2495
H: -0.58149 -1.90365 2.53518  0.2764
H: -0.56377 -1.23145 0.74640  -0.1945

Computed properties:
Total charge   -1
Energy relative to the best compared isomer or geometry (same formula, charge and spin)   120.4 kJ/mol
Orbital gap   0.2485 Ha
Molecular weight   119.21 g/mol

=====

No. 3
# C50H45F9NO5PS

C50H45F9NO5PS as an isolated structure at a distorted geometry (the ωB97M-V functional and the def2-TZVPD basis, the OMol25 dataset).

Each line ends with the Mulliken charge.
Atoms and positions in Å:
O: -2.76912 4.16231 -2.07116  -0.6382
P: -3.86977 3.45322 -2.88417  0.4431
N: -4.15313 1.76592 -2.42028  0.1701
C: -2.91832 1.07233 -1.94787  -0.3845
C: -2.73533 -0.22446 -2.91975  0.5414
O: -3.68694 -0.67447 -3.61675  -0.4844
O: -1.44341 -0.85695 -2.91677  -0.4606
S: -5.43454 1.70002 -1.27688  1.0226
O: -5.50550 0.42761 -0.49164  -0.4597
O: -5.48319 2.93137 -0.38973  -0.5595
F: -6.86461 1.76284 -2.19224  -0.3019
H: -5.11576 4.16387 -2.65675  0.1133
H: -3.62215 3.50044 -4.28974  0.2226
H: -2.99305 0.64277 -0.88329  0.1704
H: -1.96928 1.70717 -1.97999  0.3741
H: -1.32990 -1.12928 -1.96634  0.3374
F: -1.77064 -1.36005 2.82446  -0.2769
C: -3.01280 -1.87415 2.87226  0.2661
C: -4.07180 -1.14391 2.35527  -0.5261
C: -5.35578 -1.67726 2.39985  -0.3254
C: -5.56710 -2.93084 2.97108  -0.6797
C: -4.49617 -3.65342 3.49181  -0.3190
C: -3.21055 -3.12472 3.43720  -0.4347
H: -3.88928 -0.16681 1.92229  0.5564
H: -6.19045 -1.11814 1.99143  0.3938
H: -6.56991 -3.34455 3.00961  0.4062
H: -4.66344 -4.62736 3.93967  0.4078
H: -2.36389 -3.67634 3.82929  0.4629
F: 5.34811 -1.78514 3.97458  -0.2781
C: 4.01755 -1.69333 3.81114  0.2426
C: 3.18532 -1.83135 4.91139  -0.3532
C: 1.80772 -1.73125 4.74276  -0.6841
C: 1.27796 -1.50508 3.47416  -0.4135
C: 2.12387 -1.37317 2.37600  -0.8548
C: 3.50195 -1.46212 2.54549  0.1446
H: 3.61535 -2.01522 5.88930  0.4232
H: 1.14754 -1.82998 5.59809  0.4159
H: 0.20336 -1.43154 3.34288  0.7452
H: 1.70972 -1.20113 1.38782  0.3996
H: 4.17595 -1.35313 1.70244  0.2680
F: -7.17743 -2.09213 6.74200  -0.3125
C: -5.99666 -1.64303 7.19656  0.0678
C: -5.20855 -0.85045 6.37698  0.0280
C: -3.98743 -0.38034 6.84899  -0.5409
C: -3.56311 -0.71767 8.13244  -0.5079
C: -4.36057 -1.51876 8.94535  -0.4112
C: -5.58711 -1.97984 8.47739  -0.4094
H: -5.55141 -0.60505 5.37785  0.5293
H: -3.36677 0.24718 6.21803  0.3988
H: -2.60804 -0.35423 8.49873  0.3819
H: -4.02693 -1.78395 9.94313  0.3617
H: -6.22476 -2.59700 9.09961  0.4225
F: -6.68395 1.01346 3.33251  -0.2408
C: -8.01313 1.10469 3.16859  0.1206
C: -8.84725 0.96780 4.26724  -0.4218
C: -10.22433 1.06793 4.09542  -0.4949
C: -10.75114 1.29298 2.82515  -0.4509
C: -9.90310 1.42356 1.72869  -0.4946
C: -8.52590 1.33440 1.90237  0.0275
H: -8.41922 0.78484 5.24627  0.4371
H: -10.88631 0.97016 4.94927  0.3720
H: -11.82584 1.36656 2.69126  0.3629
H: -10.31470 1.59452 0.73950  0.3755
H: -7.85006 1.44233 1.06176  0.3744
F: 4.72228 -1.83917 -0.04213  -0.3764
C: 5.96547 -1.47541 -0.40389  0.5000
C: 6.17934 -0.94414 -1.66627  -0.6075
C: 7.46496 -0.56347 -2.03837  0.0557
C: 8.52318 -0.72881 -1.14694  -0.4512
C: 8.29677 -1.26815 0.11646  -0.5476
C: 7.00990 -1.63840 0.49246  -0.3568
H: 5.34498 -0.83090 -2.34896  0.4154
H: 7.64251 -0.13982 -3.02057  0.1247
H: 9.52671 -0.43583 -1.43941  0.3890
H: 9.12236 -1.40023 0.80781  0.3964
H: 6.81397 -2.05191 1.47524  0.4496
F: -3.51961 4.75823 -5.61361  -0.2733
C: -2.99247 5.88581 -6.13165  0.3907
C: -1.88180 6.45536 -5.52988  -0.2814
C: -1.33451 7.61599 -6.06694  -0.4077
C: -1.91128 8.19888 -7.19309  -0.4902
C: -3.02996 7.62002 -7.78569  -0.3841
C: -3.57089 6.45334 -7.25546  -0.5008
H: -1.45194 5.99174 -4.64899  0.4234
H: -0.46056 8.06627 -5.60866  0.3592
H: -1.48629 9.10695 -7.60893  0.3568
H: -3.48046 8.07738 -8.66020  0.3546
H: -4.43622 5.98391 -7.70888  0.3911
F: 9.77942 -5.00361 -0.55043  -0.3172
C: 8.54001 -5.51742 -0.50728  0.2232
C: 7.48201 -4.78755 -1.02611  -0.2641
C: 6.19815 -5.32169 -0.98615  -0.3805
C: 5.98542 -6.57568 -0.41773  -0.5280
C: 7.05483 -7.29779 0.10486  -0.3713
C: 8.34063 -6.76862 0.05512  -0.3938
H: 7.66546 -3.80970 -1.45708  0.4749
H: 5.36425 -4.76177 -1.39644  0.4169
H: 4.98269 -6.98999 -0.38286  0.3676
H: 6.88695 -8.27249 0.55089  0.3579
H: 9.18606 -7.32051 0.44913  0.4097
F: 7.65592 -0.19163 -5.40853  -0.2999
C: 8.17241 0.93862 -5.91772  0.3403
C: 9.28014 1.51320 -5.31389  -0.2380
C: 9.81831 2.68134 -5.84427  -0.4425
C: 9.23597 3.26714 -6.96590  -0.4201
C: 8.12073 2.68382 -7.56088  -0.3737
C: 7.58878 1.50978 -7.03761  -0.4319
H: 9.71473 1.04743 -4.43682  0.4056
H: 10.68964 3.13516 -5.38425  0.3516
H: 9.65384 4.18094 -7.37645  0.3580
H: 7.66591 3.14356 -8.43198  0.3542
H: 6.72643 1.03713 -7.49309  0.4036

Computed properties:
Orbital gap   0.3156 Ha
Molecular weight   973.93 g/mol

=====

No. 4
# C5H10O

C5H10O as an isolated structure (the ωB97M-V functional and the def2-TZVPD basis, the OMol25 dataset).

Each line ends with the Mulliken charge.
Atoms and positions in Å:
C: -1.68522 0.73606 -0.10263  -1.3287
C: -0.65377 -0.16399 0.56256  0.3214
C: -0.19912 -1.51273 0.01941  -0.5871
O: 1.05638 -1.32014 0.70605  -0.4652
C: 0.85432 0.11714 0.61814  0.2264
C: 1.58209 0.64095 -0.60593  -1.3017
H: -1.80907 1.68194 0.43741  0.3397
H: -2.67122 0.25799 -0.14808  0.3544
H: -1.40109 0.98613 -1.13328  0.2952
H: -0.83913 -0.42835 1.60973  0.2616
H: -0.02597 -1.54065 -1.06291  0.2652
H: -0.76131 -2.40214 0.32023  0.2973
H: 1.18701 0.66285 1.51037  0.3833
H: 2.65043 0.45831 -0.45503  0.3412
H: 1.43322 1.71276 -0.75957  0.3359
H: 1.28245 0.11386 -1.51648  0.2611

Computed properties:
Energy relative to the best compared isomer or geometry (same formula, charge and spin)   131.5 kJ/mol
Orbital gap   0.3932 Ha
Molecular weight   86.13 g/mol

=====

No. 5
# C41H37CoF3N3SSb

C41H37CoF3N3SSb as an isolated structure (the ωB97M-V functional and the def2-TZVPD basis, the OMol25 dataset).

Each line ends with the Mulliken charge.
Atoms and positions in Å:
Co: 0.26868 -0.84096 -0.48257  -0.1197
C: 0.95999 0.48486 6.07620  -1.4300
C: 1.74554 -0.78200 5.87590  0.6687
C: 2.52926 -1.31191 6.89450  -0.7690
C: 3.25255 -2.48130 6.71839  -0.7564
C: 3.18459 -3.15981 5.51120  -0.8283
C: 2.39994 -2.66222 4.48336  -0.0543
C: 1.70416 -1.47203 4.66368  0.2966
N: 0.87531 -0.95302 3.62393  0.1743
C: 1.20584 -0.81185 2.31472  -0.0964
N: 2.46465 -1.02172 1.94060  -0.0492
C: 2.90678 -1.40156 0.63198  0.2086
C: 2.00120 -1.61218 -0.39547  -0.0888
C: 2.48836 -2.17860 -1.56997  -0.3400
C: 3.83934 -2.42710 -1.74354  -1.0959
C: 4.73355 -2.10422 -0.73060  -0.7678
C: 4.28269 -1.60172 0.48049  1.5026
C: 5.24450 -1.30195 1.60057  -1.6420
N: 0.28698 -0.41910 1.45318  -0.1527
C: -1.06498 -0.59787 1.62264  -0.0116
C: -1.54280 -1.95882 1.31387  0.4708
C: -2.99133 -2.09811 1.12625  -1.1981
C: -3.82300 -1.07751 1.42560  -0.9459
C: -3.28087 0.17230 1.83118  -0.5116
C: -1.92840 0.46204 1.88012  1.0256
C: -1.39571 1.84594 2.10068  -1.3346
H: 1.19058 0.92902 7.04176  0.4192
H: -0.11849 0.29924 6.05897  0.3619
H: 1.18591 1.22302 5.30388  0.2841
H: 2.57942 -0.78693 7.84008  0.3829
H: 3.85890 -2.86702 7.52612  0.3993
H: 3.72597 -4.08537 5.37071  0.4368
H: 2.30208 -3.21407 3.55661  0.5818
H: 0.01102 -0.51975 3.90809  0.2067
H: 3.13057 -1.14453 2.68760  0.3526
H: 1.79414 -2.42963 -2.36628  0.5665
H: 4.19983 -2.85744 -2.66826  0.4265
H: 5.79602 -2.25237 -0.87567  0.3826
H: 6.27004 -1.35651 1.24254  0.4113
H: 5.15395 -2.02098 2.42155  0.3223
H: 5.09306 -0.30083 2.01090  0.3718
H: -1.27190 -2.60643 2.16781  0.5947
H: -3.36971 -3.04721 0.77072  0.5422
H: -4.89392 -1.18808 1.33284  0.4684
H: -3.97441 0.97221 2.06910  0.4886
H: -2.20422 2.54640 2.30099  0.4567
H: -0.86161 2.17345 1.20541  0.1592
H: -0.68855 1.88408 2.93075  0.2109
S: 1.10091 1.02851 -1.56590  -0.7548
Sb: -0.90469 1.43645 -2.64556  1.8654
C: -2.24660 2.56569 -1.49319  0.5335
C: -3.49472 2.09891 -1.09468  0.0135
C: -4.33244 2.92517 -0.35811  -0.6612
C: -3.92259 4.20676 -0.01191  -0.6846
C: -2.67193 4.66514 -0.39706  -0.6426
C: -1.83469 3.84795 -1.14606  -0.5867
C: -0.34877 2.68295 -4.25312  0.4835
C: -1.27354 2.93115 -5.26534  -0.4344
C: -0.89656 3.65524 -6.38527  -0.6958
C: 0.40461 4.12802 -6.49643  -0.4745
C: 1.32405 3.88639 -5.48752  -0.5980
C: 0.95201 3.16028 -4.36324  -0.5937
C: -1.60235 -0.27885 -3.63697  0.6515
C: -0.61574 -1.01282 -4.28864  -0.7311
C: -0.92979 -2.24268 -4.85286  -0.6358
C: -2.22137 -2.73638 -4.76165  -0.5556
C: -3.20756 -1.99385 -4.12671  -0.6104
C: -2.90165 -0.76624 -3.56032  -0.4583
H: -3.80351 1.08877 -1.32435  0.0595
H: -5.30980 2.56879 -0.05648  0.5098
H: -4.58178 4.85041 0.55591  0.3998
H: -2.34942 5.66079 -0.12255  0.4248
H: -0.85970 4.21362 -1.45022  0.4383
H: -2.29029 2.56055 -5.18866  0.3846
H: -1.61376 3.84602 -7.17241  0.4047
H: 0.70260 4.68298 -7.37611  0.3947
H: 2.33673 4.25695 -5.57646  0.4087
H: 1.67546 2.96171 -3.58196  0.3906
H: 0.39614 -0.62774 -4.36284  0.4444
H: -0.16308 -2.81556 -5.35795  0.4307
H: -2.46092 -3.70292 -5.18439  0.4090
H: -4.21634 -2.37958 -4.05777  0.4425
H: -3.68268 -0.19908 -3.07221  0.3687
F: 0.13299 -3.50569 0.59647  -0.3729
C: -0.61682 -2.46352 0.12493  1.1710
F: -1.41352 -3.00612 -0.83891  -0.3229
F: -1.51439 -0.21803 -0.84662  -0.7978

Computed properties:
Total charge   +1
Energy relative to the best compared isomer or geometry (same formula, charge and spin)   100.2 kJ/mol
Orbital gap (alpha / beta)   0.2154 / 0.2185 Ha
Molecular weight   841.52 g/mol

=====

No. 6
# C5H4FNS

One molecule with the formula C5H4FNS at a distorted geometry (the ωB97M-V functional and the def2-TZVPD basis, the OMol25 dataset).

Each line ends with the Mulliken charge.
Atoms and positions in Å:
N: -3.25484 -0.89022 -0.06433  -0.4771
C: -2.16333 -0.35607 -0.05252  0.0462
C: -0.72843 -0.22790 -0.03372  0.1326
C: -0.14309 0.94394 0.01864  0.4801
F: -0.86409 2.13711 -0.24488  -0.2927
C: 1.33368 1.12085 0.12223  -0.4917
S: 1.91489 -0.67772 -0.18937  -0.1595
C: 0.25854 -1.35169 -0.05864  -0.5282
H: 1.72352 1.93468 -0.58270  0.3240
H: 1.70987 1.37861 1.15487  0.2809
H: 0.19899 -2.05645 0.81867  0.3147
H: 0.01428 -1.95513 -0.88825  0.3707

Computed properties:
Energy relative to the best compared isomer or geometry (same formula, charge and spin)   159.2 kJ/mol
Orbital gap   0.3516 Ha
Molecular weight   129.16 g/mol
SMILES   N#CC1=C(F)CSC1